(1)
Here is a structure of composition C36H30B2F8MnN6O12 from the OMol25 dataset. Energies are from ωB97M-V/def2-TZVPD.

<S²>: 8.751
Charge: 0
E_HOMO (spin up / spin down): -10.06 / -10.06 eV
2S+1: 6
LUMO energy (spin up / spin down): -6.3 / -6.2 eV

CARTESIAN COORDINATES (ANGSTROEM)
Mn (-15.959, 13.662, -0.215)
B (-15.984, 15.093, 3.265)
F (-15.067, 14.874, 4.199)
F (-15.328, 15.626, 2.152)
F (-16.505, 13.893, 2.831)
F (-16.977, 15.912, 3.766)
B (-14.408, 14.768, -3.591)
F (-14.399, 15.486, -2.383)
F (-14.620, 15.539, -4.666)
F (-13.139, 14.234, -3.638)
F (-15.375, 13.799, -3.308)
C (-20.909, 21.284, -0.764)
C (-21.435, 20.603, -1.883)
C (-21.036, 19.248, -2.040)
C (-20.145, 18.669, -1.136)
C (-19.583, 19.446, -0.183)
C (-19.943, 20.707, 0.088)
N (-19.787, 17.217, -1.238)
O (-18.929, 16.729, -0.466)
O (-20.298, 16.475, -2.047)
H (-21.227, 22.256, -0.416)
H (-22.242, 21.049, -2.444)
H (-21.588, 18.672, -2.768)
H (-18.955, 18.903, 0.508)
H (-19.516, 21.185, 0.957)
C (-4.821, 17.171, 1.457)
C (-5.886, 17.514, 2.340)
C (-7.143, 17.031, 2.013)
C (-7.388, 16.297, 0.871)
C (-6.341, 16.060, 0.011)
C (-5.109, 16.629, 0.190)
N (-8.734, 15.803, 0.535)
O (-9.705, 16.017, 1.238)
O (-8.941, 15.141, -0.511)
H (-3.821, 17.507, 1.690)
H (-5.640, 17.834, 3.342)
H (-7.892, 17.322, 2.735)
H (-6.541, 15.526, -0.906)
H (-4.406, 16.419, -0.602)
C (-16.898, 9.842, 6.669)
C (-17.794, 9.345, 7.628)
C (-18.216, 8.027, 7.611)
C (-17.658, 7.110, 6.630)
C (-16.758, 7.719, 5.667)
C (-16.454, 9.050, 5.620)
N (-18.117, 5.717, 6.501)
O (-18.687, 5.274, 7.455)
O (-17.832, 5.074, 5.499)
H (-16.703, 10.901, 6.744)
H (-18.249, 10.006, 8.351)
H (-18.963, 7.603, 8.265)
H (-16.273, 7.164, 4.878)
H (-15.798, 9.502, 4.890)
C (-23.781, 16.429, 2.103)
C (-24.522, 15.430, 1.452)
C (-24.072, 14.140, 1.427)
C (-22.809, 13.822, 1.986)
C (-22.116, 14.790, 2.718)
C (-22.591, 16.141, 2.774)
N (-22.235, 12.463, 1.836)
O (-22.641, 11.822, 0.885)
O (-21.495, 12.071, 2.755)
H (-23.940, 17.495, 2.045)
H (-25.438, 15.759, 0.984)
H (-24.600, 13.355, 0.907)
H (-21.099, 14.677, 3.063)
H (-22.016, 16.935, 3.227)
C (-9.796, 14.551, 8.943)
C (-10.900, 15.128, 8.304)
C (-10.956, 16.503, 7.995)
C (-9.853, 17.284, 8.264)
C (-8.827, 16.727, 9.022)
C (-8.733, 15.347, 9.310)
N (-9.806, 18.673, 7.774)
O (-8.826, 19.376, 8.053)
O (-10.740, 19.091, 7.027)
H (-9.928, 13.494, 9.120)
H (-11.752, 14.499, 8.094)
H (-11.819, 16.913, 7.490)
H (-7.976, 17.384, 9.126)
H (-7.826, 14.935, 9.728)
C (-16.373, 18.458, 9.301)
C (-16.467, 17.115, 9.418)
C (-16.836, 16.534, 10.646)
C (-17.142, 17.325, 11.708)
C (-17.043, 18.715, 11.577)
C (-16.711, 19.253, 10.359)
N (-17.578, 16.730, 12.998)
O (-17.631, 15.551, 13.179)
O (-17.672, 17.479, 13.943)
H (-16.166, 18.991, 8.385)
H (-16.254, 16.405, 8.632)
H (-17.020, 15.479, 10.786)
H (-17.280, 19.347, 12.420)
H (-16.637, 20.329, 10.403)

Okay, here come the Löwdin numbers, in e, for every atom: atom 1 (Mn): 1.74, atom 2 (B): -1.42, atom 3 (F): 0.20, atom 4 (F): 0.10, atom 5 (F): 0.11, atom 6 (F): 0.14, atom 7 (B): -1.36, atom 8 (F): 0.07, atom 9 (F): 0.20, atom 10 (F): 0.13, atom 11 (F): 0.08, atom 12 (C): -0.05, atom 13 (C): -0.04, atom 14 (C): 0.01, atom 15 (C): -0.14, atom 16 (C): -0.06, atom 17 (C): -0.06, atom 18 (N): -0.32, atom 19 (O): 0.01, atom 20 (O): 0.08, atom 21 (H): 0.10, atom 22 (H): 0.10, atom 23 (H): 0.12, atom 24 (H): 0.13, atom 25 (H): 0.12, atom 26 (C): -0.05, atom 27 (C): -0.05, atom 28 (C): -0.02, atom 29 (C): -0.14, atom 30 (C): -0.03, atom 31 (C): -0.06, atom 32 (N): -0.32, atom 33 (O): 0.07, atom 34 (O): 0.04, atom 35 (H): 0.10, atom 36 (H): 0.11, atom 37 (H): 0.12, atom 38 (H): 0.12, atom 39 (H): 0.11, atom 40 (C): -0.07, atom 41 (C): -0.08, atom 42 (C): 0.01, atom 43 (C): -0.08, atom 44 (C): -0.01, atom 45 (C): -0.09, atom 46 (N): -0.38, atom 47 (O): 0.09, atom 48 (O): 0.07, atom 49 (H): 0.11, atom 50 (H): 0.11, atom 51 (H): 0.11, atom 52 (H): 0.11, atom 53 (H): 0.11, atom 54 (C): -0.08, atom 55 (C): -0.07, atom 56 (C): -0.01, atom 57 (C): -0.13, atom 58 (C): 0.01, atom 59 (C): -0.05, atom 60 (N): -0.34, atom 61 (O): 0.08, atom 62 (O): 0.06, atom 63 (H): 0.10, atom 64 (H): 0.11, atom 65 (H): 0.12, atom 66 (H): 0.11, atom 67 (H): 0.10, atom 68 (C): -0.08, atom 69 (C): -0.06, atom 70 (C): 0.00, atom 71 (C): -0.16, atom 72 (C): 0.00, atom 73 (C): -0.06, atom 74 (N): -0.30, atom 75 (O): 0.06, atom 76 (O): 0.05, atom 77 (H): 0.11, atom 78 (H): 0.10, atom 79 (H): 0.12, atom 80 (H): 0.11, atom 81 (H): 0.11, atom 82 (C): -0.09, atom 83 (C): -0.06, atom 84 (C): 0.00, atom 85 (C): -0.14, atom 86 (C): -0.01, atom 87 (C): -0.08, atom 88 (N): -0.36, atom 89 (O): 0.09, atom 90 (O): 0.07, atom 91 (H): 0.12, atom 92 (H): 0.11, atom 93 (H): 0.12, atom 94 (H): 0.12, atom 95 (H): 0.11

=====

(2)
Here is a structure of composition C36H30Cl2NOP2Pt from the OMol25 dataset. Energies are from ωB97M-V/def2-TZVPD.

<S²>: 2.049
Charge: +1
E_HOMO (spin up / spin down): -9.16 / -11.08 eV
2S+1: 3
LUMO energy (spin up / spin down): -3.3 / -5.0 eV

CARTESIAN COORDINATES (ANGSTROEM)
Pt (0.050, -0.092, 0.742)
C (1.809, -2.747, -0.835)
C (0.474, -2.598, -1.575)
P (-0.756, -1.826, -0.461)
C (-2.172, -1.370, -1.498)
C (-3.473, -1.529, -1.027)
C (-4.549, -1.094, -1.788)
C (-4.334, -0.491, -3.018)
C (-3.038, -0.322, -3.488)
C (-1.961, -0.755, -2.732)
C (-1.331, -3.228, 0.540)
C (-1.193, -3.187, 1.924)
C (-1.620, -4.255, 2.705)
C (-2.188, -5.366, 2.102)
C (-2.332, -5.412, 0.720)
C (-1.906, -4.350, -0.059)
C (2.712, -1.510, -0.891)
P (1.865, 0.087, -0.593)
C (1.326, 0.706, -2.222)
C (0.361, 1.717, -2.204)
C (-0.116, 2.261, -3.385)
C (0.354, 1.789, -4.605)
C (1.305, 0.781, -4.634)
C (1.796, 0.246, -3.449)
C (3.250, 1.190, -0.160)
C (4.117, 1.678, -1.139)
C (5.191, 2.478, -0.781)
C (5.407, 2.802, 0.553)
C (4.546, 2.324, 1.529)
C (3.471, 1.524, 1.171)
H (2.360, -3.593, -1.249)
H (1.612, -2.996, 0.211)
H (0.089, -3.569, -1.887)
H (0.578, -1.990, -2.474)
H (-3.650, -1.997, -0.066)
H (-5.557, -1.229, -1.417)
H (-5.174, -0.153, -3.611)
H (-2.863, 0.151, -4.447)
H (-0.957, -0.604, -3.110)
H (-0.749, -2.312, 2.385)
H (-1.508, -4.217, 3.781)
H (-2.522, -6.198, 2.707)
H (-2.782, -6.278, 0.251)
H (-2.039, -4.386, -1.134)
H (3.251, -1.457, -1.839)
H (3.476, -1.580, -0.114)
H (-0.040, 2.054, -1.254)
H (-0.867, 3.040, -3.355)
H (-0.023, 2.206, -5.530)
H (1.674, 0.409, -5.582)
H (2.538, -0.540, -3.502)
H (3.948, 1.445, -2.183)
H (5.859, 2.854, -1.545)
H (6.243, 3.431, 0.828)
H (4.709, 2.579, 2.569)
H (2.791, 1.157, 1.929)
Cl (-3.893, 3.692, 0.617)
C (-2.776, 3.400, 1.866)
C (-2.754, 4.206, 2.987)
C (-1.857, 3.957, 4.010)
Cl (-1.881, 4.975, 5.381)
C (-0.909, 2.877, 3.952)
C (0.004, 2.582, 4.976)
C (0.863, 1.522, 4.819)
C (0.824, 0.786, 3.638)
N (-0.021, 1.059, 2.650)
C (-0.896, 2.071, 2.808)
C (-1.877, 2.274, 1.717)
O (-1.924, 1.508, 0.756)
H (-3.446, 5.032, 3.070)
H (0.017, 3.179, 5.877)
H (1.569, 1.254, 5.592)
H (1.493, -0.049, 3.478)

Okay, here come the Löwdin numbers, in e, for every atom: atom 1 (Pt): 0.66, atom 2 (C): -0.28, atom 3 (C): -0.31, atom 4 (P): 0.85, atom 5 (C): -0.34, atom 6 (C): -0.08, atom 7 (C): -0.07, atom 8 (C): -0.07, atom 9 (C): -0.07, atom 10 (C): -0.08, atom 11 (C): -0.37, atom 12 (C): -0.10, atom 13 (C): -0.07, atom 14 (C): -0.07, atom 15 (C): -0.07, atom 16 (C): -0.09, atom 17 (C): -0.31, atom 18 (P): 0.84, atom 19 (C): -0.38, atom 20 (C): -0.10, atom 21 (C): -0.07, atom 22 (C): -0.07, atom 23 (C): -0.07, atom 24 (C): -0.11, atom 25 (C): -0.35, atom 26 (C): -0.07, atom 27 (C): -0.07, atom 28 (C): -0.07, atom 29 (C): -0.07, atom 30 (C): -0.10, atom 31 (H): 0.11, atom 32 (H): 0.10, atom 33 (H): 0.09, atom 34 (H): 0.07, atom 35 (H): 0.11, atom 36 (H): 0.11, atom 37 (H): 0.11, atom 38 (H): 0.11, atom 39 (H): 0.08, atom 40 (H): 0.07, atom 41 (H): 0.11, atom 42 (H): 0.11, atom 43 (H): 0.11, atom 44 (H): 0.11, atom 45 (H): 0.08, atom 46 (H): 0.09, atom 47 (H): 0.09, atom 48 (H): 0.11, atom 49 (H): 0.11, atom 50 (H): 0.11, atom 51 (H): 0.10, atom 52 (H): 0.10, atom 53 (H): 0.11, atom 54 (H): 0.11, atom 55 (H): 0.11, atom 56 (H): 0.06, atom 57 (Cl): 0.80, atom 58 (C): -0.56, atom 59 (C): -0.11, atom 60 (C): -0.57, atom 61 (Cl): 0.80, atom 62 (C): -0.16, atom 63 (C): 0.00, atom 64 (C): -0.01, atom 65 (C): -0.12, atom 66 (N): -0.03, atom 67 (C): -0.13, atom 68 (C): -0.37, atom 69 (O): -0.02, atom 70 (H): 0.12, atom 71 (H): 0.10, atom 72 (H): 0.12, atom 73 (H): 0.11

=====

Number 1: F_max 4.107 eV Å⁻¹, DFT total energy -125729.0539 eV. Number 2: F_max 0.175 eV Å⁻¹, DFT total energy -88221.8556 eV.